# C22H31N3O4S

An isolated molecule of C22H31N3O4S (ωB97M-V/def2-TZVPD, the OMol25 dataset).

The molecular weight comes out at 433.6 g/mol. As for the electronic energy: -1720.3884 a.u. Its net charge is 0. Its multiplicity is 1. For the HOMO energy, the calculation gives -8.69 eV. Its lowest unoccupied orbital energy is 0.59 eV.

Structure (XYZ):
```
61
Properties=species:S:1:pos:R:3:forces:R:3:mulliken_charge:R:1
C -6.804 -0.442 -0.921 0.202 0.133 0.072 -1.111
H -7.730 0.125 -0.891 -0.150 0.017 -0.006 0.392
H -6.599 -0.721 -1.951 -0.008 -0.027 -0.095 0.298
C -5.658 0.409 -0.381 -0.212 0.100 -0.241 -0.727
N -4.398 -0.321 -0.391 -0.206 0.112 0.078 0.234
C -3.668 -0.267 -1.522 0.299 -0.352 0.134 0.780
O -4.022 0.370 -2.496 0.016 0.151 -0.420 -0.657
C -2.341 -1.049 -1.573 -0.311 0.029 -0.565 -0.930
N -1.397 -0.610 -0.581 0.120 0.266 0.106 0.539
C -1.030 0.687 -0.414 0.083 0.225 0.104 -1.097
C -0.137 0.793 0.616 0.184 0.676 -0.112 -0.214
C 0.072 -0.519 1.128 -0.083 -0.369 -0.028 1.252
C 0.848 -1.036 2.164 -0.069 -0.089 0.034 -0.526
C 0.816 -2.394 2.384 0.105 0.054 0.118 -0.671
C 0.034 -3.240 1.592 -0.063 -0.071 -0.062 -1.041
C -0.748 -2.751 0.568 -0.108 -0.088 -0.110 -0.758
C -0.733 -1.379 0.340 0.513 0.049 0.627 -0.215
H -1.340 -3.423 -0.037 -0.055 -0.059 -0.055 0.478
H 0.042 -4.301 1.790 -0.015 -0.093 -0.001 0.438
H 1.408 -2.823 3.178 0.062 -0.019 0.079 0.450
H 1.450 -0.371 2.763 0.077 0.012 0.080 0.566
S 0.632 2.290 1.140 -0.491 0.326 -0.044 1.508
O -0.356 3.180 1.685 -0.027 0.040 -0.299 -0.765
O 1.764 1.965 1.977 0.071 -0.230 -0.009 -0.719
C 1.289 2.999 -0.407 -0.501 -0.538 0.503 -1.075
C 1.946 1.867 -1.175 0.319 0.030 -0.002 0.552
O 1.580 1.530 -2.284 -0.186 0.075 -0.305 -0.676
N 2.957 1.294 -0.500 0.298 -0.095 0.073 0.016
H 3.041 1.499 0.489 0.047 0.052 -0.138 0.415
C 3.676 0.140 -1.006 -0.011 -0.127 0.066 -0.407
C 3.015 -1.165 -0.555 0.067 0.026 -0.389 0.318
C 3.796 -2.369 -1.071 0.005 0.004 0.327 -1.059
C 5.243 -2.313 -0.590 0.003 -0.028 -0.350 -0.664
C 5.902 -1.015 -1.048 -0.009 -0.030 0.355 -0.733
C 5.126 0.192 -0.530 -0.024 -0.008 -0.404 -0.777
H 5.593 1.116 -0.875 -0.024 0.065 0.067 0.326
H 5.137 0.193 0.563 0.026 0.038 0.118 0.359
H 5.928 -0.988 -2.139 0.059 0.009 -0.076 0.336
H 6.932 -0.972 -0.687 0.039 0.022 -0.085 0.357
H 5.798 -3.169 -0.978 0.033 -0.044 0.079 0.369
H 5.263 -2.366 0.501 0.033 -0.046 0.088 0.320
H 3.777 -2.371 -2.163 -0.024 -0.062 -0.091 0.391
H 3.320 -3.288 -0.724 -0.031 -0.038 -0.088 0.357
H 1.989 -1.195 -0.925 -0.067 0.044 0.066 -0.002
H 2.979 -1.188 0.536 -0.018 0.015 0.046 0.078
H 3.633 0.204 -2.099 0.060 -0.033 0.107 0.401
H 2.002 3.767 -0.118 0.008 0.061 0.161 0.521
H 0.466 3.429 -0.969 -0.041 -0.045 -0.038 0.464
H -1.431 1.454 -1.047 -0.106 0.153 -0.194 0.554
H -2.528 -2.118 -1.456 0.069 0.091 0.037 0.462
H -1.934 -0.877 -2.576 -0.137 -0.084 0.190 0.266
C -4.090 -1.083 0.800 0.206 0.042 0.351 -0.612
C -3.570 -0.210 1.943 -0.073 -0.195 -0.170 -1.042
H -3.263 -0.843 2.771 0.028 -0.039 0.146 0.369
H -4.341 0.469 2.298 -0.064 0.079 0.059 0.436
H -2.717 0.383 1.628 0.111 0.041 -0.026 0.165
H -3.356 -1.854 0.572 -0.104 -0.042 -0.009 0.281
H -5.009 -1.586 1.121 0.099 -0.077 -0.083 0.388
H -5.865 0.728 0.641 0.056 0.024 -0.018 0.289
H -5.534 1.290 -1.014 -0.029 -0.043 0.187 0.458
H -6.932 -1.347 -0.330 -0.052 -0.091 0.052 0.295
```
Positions in Å, forces in eV/Å.

***

# C2H7NOS

A structure of composition C2H7NOS in a non-equilibrium geometry (ωB97M-V/def2-TZVPD, the OMol25 dataset).

The molecular weight comes out at 93.2 g/mol. As for the electronic energy: -608.4114 a.u. Its net charge is 0. Its multiplicity is 1. For the HOMO energy, the calculation gives -8.76 eV. Its lowest unoccupied orbital energy is -0.35 eV.

Structure (XYZ):
```
12
Properties=species:S:1:pos:R:3:forces:R:3:mulliken_charge:R:1
C -0.614 -0.889 -0.913 -2.458 0.027 0.955 -0.847
C -0.306 -0.122 0.352 3.379 -1.899 -1.176 -0.642
N 2.693 1.299 0.487 0.594 -0.028 0.285 -0.599
O 2.390 -0.511 -1.055 0.975 -2.243 -3.602 -0.512
S 2.097 -0.055 0.223 -3.423 0.458 4.050 0.574
H 0.192 -1.454 -1.336 0.340 -0.620 0.088 0.325
H -1.553 -1.498 -0.651 1.523 0.126 -0.418 0.275
H -1.014 -0.263 -1.685 0.170 0.698 -0.534 0.297
H -0.235 -0.816 1.179 -0.483 0.582 0.589 0.357
H -0.750 0.847 0.395 0.122 0.565 0.645 0.367
H 2.298 1.736 1.293 -0.224 0.408 0.703 0.246
H 2.453 -1.254 1.261 -0.517 1.927 -1.587 0.159
```
Positions in Å, forces in eV/Å.

***

# C6H25NO6

A cluster of 7 separate species, C6H25NO6 in total in a non-equilibrium geometry (ωB97M-V/def2-TZVPD, the OMol25 dataset).

The molecular weight comes out at 207.3 g/mol. As for the electronic energy: -749.7117 a.u. Its net charge is 0. Its multiplicity is 1. For the HOMO energy, the calculation gives -9.59 eV. Its lowest unoccupied orbital energy is 0.15 eV.

Structure (XYZ):
```
38
Properties=species:S:1:pos:R:3:forces:R:3:mulliken_charge:R:1
C 0.690 0.867 0.333 1.497 2.073 -1.261 0.002
C 2.130 0.577 0.824 -0.459 1.801 0.849 -0.887
C 2.389 -0.855 0.498 0.524 1.560 0.115 -0.265
C 2.205 -1.846 1.360 -0.530 0.136 -1.350 -0.761
C 0.188 2.335 0.459 -1.520 -0.268 2.822 -1.110
N -0.946 2.350 1.469 0.058 -0.094 -0.771 -0.313
C -0.585 2.414 2.898 -0.838 -0.038 -1.188 -0.940
H 0.805 0.804 -0.762 -0.495 -0.943 0.161 0.033
H -0.017 0.150 0.723 -0.318 -0.054 -0.037 0.365
H 2.292 0.876 1.880 -0.435 -0.637 -0.161 0.441
H 2.784 1.338 0.324 -0.181 -1.037 -0.035 0.346
H 2.647 -0.854 -0.567 0.290 -1.239 0.403 0.365
H 2.323 -2.812 0.915 0.080 -0.669 0.464 0.438
H 1.663 -1.711 2.292 0.638 0.011 0.174 0.248
H -0.280 2.742 -0.424 0.139 -0.247 -0.592 0.500
H 0.850 3.112 0.859 0.902 -0.476 -0.452 0.422
H -1.523 3.141 1.213 -0.125 0.072 0.315 0.211
H -0.107 3.355 3.114 1.155 0.064 0.346 0.368
H -1.531 2.524 3.421 -0.106 -0.568 0.362 0.345
H -0.070 1.472 3.157 -0.004 0.786 0.269 0.302
H 0.163 -2.112 -2.090 0.153 0.408 -1.312 0.366
H 0.227 -1.223 -3.400 0.314 -0.273 0.076 0.262
O -0.320 -1.485 -2.658 -0.435 0.073 0.635 -0.528
H 0.163 -2.698 -0.681 -0.179 -0.210 0.985 0.217
H 0.679 -3.999 -0.026 -0.170 0.354 -0.406 0.339
O 0.709 -3.472 -0.841 0.103 -0.410 -0.057 -0.678
H -2.589 -2.390 -1.745 -0.115 0.527 0.265 0.302
H -3.045 -1.401 -0.588 0.164 -0.376 -0.549 0.369
O -3.132 -2.303 -0.950 0.046 -0.046 0.283 -0.667
H 2.556 1.384 -1.902 0.063 -0.017 -0.325 0.286
H 3.071 0.721 -3.217 -0.110 0.183 0.134 0.298
O 3.186 0.749 -2.261 0.070 -0.112 0.074 -0.603
H -1.465 0.514 -1.679 -0.286 -0.209 -0.606 0.330
H -1.999 0.963 -0.401 -0.716 0.026 0.032 0.335
O -2.285 0.893 -1.329 0.971 0.004 0.431 -0.696
H -2.083 0.808 1.741 0.270 -0.822 -0.282 0.341
H -3.432 0.915 1.365 -0.639 -0.769 -0.236 0.330
O -2.805 0.181 1.483 0.224 1.438 0.423 -0.711
```
Positions in Å, forces in eV/Å.

***

# C5H6O

An isolated molecule of C5H6O (ωB97M-V/def2-TZVPD, the OMol25 dataset).

The molecular weight comes out at 82.1 g/mol. As for the electronic energy: -269.2772 a.u. Its net charge is 0. Its multiplicity is 1. For the HOMO energy, the calculation gives -9.95 eV. Its lowest unoccupied orbital energy is 0.94 eV.

Structure (XYZ):
```
12
Properties=species:S:1:pos:R:3:forces:R:3:mulliken_charge:R:1
O 2.235 -0.018 -0.904 -0.178 0.147 0.480 -0.476
C 1.825 0.214 0.207 0.119 -0.079 -0.270 0.076
C 0.514 -0.296 0.760 0.005 -0.006 -0.002 -0.668
C -0.448 -0.789 -0.335 -0.038 -0.052 -0.017 -0.501
C -1.448 0.245 -0.613 -0.292 0.406 -0.041 -0.524
C -2.217 1.163 -0.736 0.281 -0.347 0.016 0.114
H 2.427 0.822 0.915 -0.013 -0.081 -0.084 0.337
H 0.051 0.502 1.352 0.110 -0.123 -0.040 0.392
H 0.762 -1.095 1.472 0.026 0.077 -0.116 0.283
H 0.134 -1.011 -1.237 -0.131 0.042 0.125 0.291
H -0.943 -1.719 -0.035 0.032 0.187 -0.017 0.286
H -2.892 1.983 -0.844 0.080 -0.171 -0.033 0.390
```
Positions in Å, forces in eV/Å.

***

Result set for energy relative to the best compared isomer or geometry (same formula, charge and spin): 8.2; 116.6; 70.7; 43.3 kcal/mol, one per record in the order listed.